C21H27NOS | ωB97M-V/def2-TZVPD

Element x y z (Å)
C -1.892 -5.789 -0.801
S -0.880 -4.319 -0.464
C -1.251 -3.225 -1.803
C -2.195 -3.491 -2.785
C -2.411 -2.560 -3.786
C -1.705 -1.372 -3.815
C -0.757 -1.102 -2.835
C 0.043 0.173 -2.853
N 0.260 0.677 -1.512
C 1.277 1.704 -1.453
C 1.601 2.027 0.004
C 0.372 2.462 0.810
C -0.072 3.874 0.366
O -1.247 4.335 0.985
C 0.718 2.538 2.321
C 1.279 1.272 2.904
C 0.440 0.305 3.445
C 0.956 -0.870 3.964
C 2.322 -1.091 3.960
C 3.169 -0.125 3.444
C 2.651 1.047 2.923
C -0.750 1.445 0.573
C -0.970 1.151 -0.907
C -0.534 -2.035 -1.836
H -1.647 -6.498 -0.017
H -1.631 -6.205 -1.770
H -2.947 -5.536 -0.752
H -2.765 -4.406 -2.783
H -3.148 -2.768 -4.549
H -1.890 -0.652 -4.599
H 1.024 -0.041 -3.292
H -0.456 0.917 -3.502
H 2.181 1.323 -1.937
H 0.968 2.618 -1.994
H 2.004 1.120 0.457
H 2.369 2.803 0.040
H -0.301 3.880 -0.701
H 0.755 4.580 0.538
H -1.089 4.416 1.931
H 1.444 3.344 2.462
H -0.193 2.792 2.869
H -0.627 0.475 3.469
H 0.289 -1.613 4.376
H 2.725 -2.008 4.364
H 4.238 -0.284 3.449
H 3.320 1.799 2.531
H -1.680 1.818 1.004
H -0.482 0.508 1.062
H -1.724 0.366 -1.006
H -1.352 2.049 -1.426
H 0.196 -1.826 -1.069

E_tot (eV): -36588.389
Energy relative to the best compared isomer or geometry (same formula, charge and spin) (kcal per mole): 0.0
LUMO level (eV): 0.76
SMILES string: CSc1cccc(CN2CCC(CO)(Cc3ccccc3)CC2)c1
HOMO-LUMO gap (eV): 8.7

Results of the natural (NBO) charge analysis, in e, for atoms 1 through 8:
1. C -0.7430
2. S 0.2521
3. C -0.1655
4. C -0.2628
5. C -0.1861
6. C -0.2272
7. C -0.0267
8. C -0.2306